# 1
The following is a quantum chemistry calculation of a single C3H9N3 molecule in a non-equilibrium geometry, from the Open Molecules 2025 dataset.

## Properties
- orbital gap (eV) = 8.69
- LUMO (eV) = 1.06
- relative energy (zero: lowest compared OMol25 entry of this formula, charge and spin) (kcal/mol) = 50.0
- SMILES string = C/C=C(\N)NN

Each line ends with the Löwdin charge.
Geometry (Å):
C1 -0.7813 1.0737 1.6697  -0.131
C2 -0.7317 0.2430 0.4218  -0.146
C3 0.4088 -0.2830 -0.0720  -0.474
N1 1.6777 0.1461 0.3126  0.115
N2 0.3953 -1.2753 -1.0388  -0.047
N3 -0.3958 -1.0539 -2.3300  0.002
H1 -0.4162 2.0910 1.4817  0.071
H2 -1.8060 1.1411 2.0421  0.067
H3 -0.1645 0.6510 2.4681  0.065
H4 -1.6535 0.0822 -0.1088  0.079
H5 1.7006 0.5463 1.2384  0.076
H6 2.4055 -0.5424 0.1817  0.087
H7 1.2405 -1.2618 -1.6452  0.109
H8 -1.2954 -1.5014 -2.1559  0.057
H9 -0.5840 -0.0566 -2.4656  0.068

Forces on atoms 1 to 6 (eV/Å):
C 0.13 0.39 -0.32
C 0.61 -0.20 0.06
C -1.35 1.25 0.47
N 0.09 -0.44 0.18
N 1.04 -0.15 -4.51
N -0.89 -0.32 1.65

# 2
The following is a quantum chemistry calculation of 2 unconnected molecules or ions with the total composition BrIO2S2 in a non-equilibrium geometry, from the Open Molecules 2025 dataset.

## Properties
- orbital gap (alpha / beta) (eV) = 7.04 / 7.73
- LUMO (alpha / beta) (eV) = -1.96 / -1.43
- relative energy (zero: lowest compared OMol25 entry of this formula, charge and spin) (kcal/mol) = 17.1

Each line ends with the Löwdin charge.
Geometry (Å):
O1 -0.1270 -0.1611 -1.7398  -0.583
O2 0.3879 -0.1799 1.3456  -0.864
S1 1.5591 0.7391 1.4381  0.303
S2 -0.9867 0.1734 -0.5960  0.573
Br1 -0.8686 2.3741 0.1358  0.202
I1 3.2865 -0.1635 -0.0900  0.369

Forces on the atoms, in the same order (eV/Å):
O -0.45 0.65 0.88
O 0.54 -0.11 0.39
S 0.49 -0.56 -0.39
S -0.08 0.41 -0.63
Br -0.08 -0.70 -0.74
I -0.42 0.31 0.49

# 3
The following is a quantum chemistry calculation of a molecular structure, C36H41F4N8O2Zr in a non-equilibrium geometry, from the Open Molecules 2025 dataset.

## Properties
- orbital gap (eV) = 7.44
- net charge = +1
- LUMO (eV) = -2.92
- relative energy (zero: lowest compared OMol25 entry of this formula, charge and spin) (kcal/mol) = 42.3

Each line ends with the Löwdin charge.
Geometry (Å):
Zr1 -0.4198 0.0003 -0.0233  1.913
O1 1.1601 3.9401 0.8001  0.105
C1 0.9895 2.7700 0.5301  -0.451
N1 -0.1598 2.0536 0.5102  -0.059
C2 -1.4264 2.6887 0.5098  -0.225
C3 -1.6977 4.0234 0.2337  0.007
C4 -3.0175 4.4385 0.1284  -0.057
C5 -4.0655 3.5472 0.2998  -0.067
C6 -3.8028 2.2194 0.6024  -0.019
C7 -2.4920 1.7961 0.6948  -0.291
N2 -2.1142 0.4843 1.1606  -0.101
C8 -1.9735 0.5424 2.5249  -0.478
O2 -2.2243 1.4907 3.2425  0.114
C9 -1.4903 -0.7157 3.1756  -0.192
C10 -1.9344 -1.0211 4.4570  0.027
C11 -1.4670 -2.1687 5.0649  -0.025
C12 -0.5455 -2.9468 4.3732  -0.035
C13 -0.1549 -2.5492 3.1102  -0.140
N3 -0.6218 -1.4584 2.4960  0.070
C14 2.1653 1.9397 0.0755  -0.179
C15 3.4563 2.4353 0.1901  0.025
C16 4.4945 1.7124 -0.3654  -0.023
C17 4.1968 0.5291 -1.0343  -0.026
C18 2.8849 0.1020 -1.0810  -0.130
N4 1.8771 0.7816 -0.5254  0.024
H1 -0.8866 4.7231 0.1096  0.109
H2 -3.2285 5.4767 -0.0911  0.110
H3 -5.0893 3.8887 0.2250  0.107
H4 -4.6075 1.5213 0.7991  0.121
H5 -2.6235 -0.3397 4.9353  0.129
H6 -1.8006 -2.4547 6.0533  0.119
H7 -0.1334 -3.8491 4.8036  0.112
H8 0.5603 -3.1482 2.5575  0.089
H9 3.5946 3.3843 0.6890  0.130
H10 5.5143 2.0678 -0.2998  0.120
H11 4.9665 -0.0492 -1.5262  0.117
H12 2.6220 -0.8155 -1.5939  0.108
C19 -4.2946 -1.5822 -2.0480  -0.062
C20 -2.9826 -0.9548 -1.5756  -0.222
N5 -2.0411 -1.8022 -0.7887  -0.240
C21 -2.6670 -2.5064 0.3597  -0.233
C22 -3.4960 -3.7636 0.0801  -0.063
C23 -1.3414 -2.7634 -1.6510  -0.166
C24 -0.2173 -2.0902 -2.4702  -0.189
N6 -0.0585 -0.7170 -2.0308  -0.185
C25 0.3497 0.1911 -2.9633  -0.224
C26 -0.2158 1.4682 -2.8993  -0.129
F1 -1.1548 1.6008 -1.9108  0.034
C27 0.0596 2.4799 -3.7851  -0.209
F2 -0.5395 3.6614 -3.6586  0.121
C28 0.9535 2.2569 -4.8180  0.087
C29 1.5334 1.0052 -4.9152  -0.207
F3 2.4131 0.7657 -5.8878  0.113
C30 1.2543 -0.0046 -4.0130  -0.152
F4 1.9089 -1.1794 -4.1039  0.086
H13 -4.7511 -0.9104 -2.7747  0.087
H14 -4.1426 -2.5436 -2.5387  0.075
H15 -5.0006 -1.7016 -1.2287  0.074
H16 -2.4363 -0.6185 -2.4538  0.110
H17 -3.2274 -0.0794 -0.9741  0.090
H18 -1.8487 -2.8056 1.0100  0.084
H19 -3.2649 -1.7766 0.9024  0.113
H20 -2.9232 -4.5224 -0.4542  0.073
H21 -3.7935 -4.1899 1.0388  0.086
H22 -4.4027 -3.5644 -0.4810  0.056
H23 -0.9302 -3.5448 -1.0091  0.099
H24 -2.0379 -3.2521 -2.3350  0.123
H25 0.7063 -2.6757 -2.3795  0.096
H26 -0.4769 -2.1115 -3.5316  0.129
H27 1.1931 3.0333 -5.5294  0.144
C31 1.4863 -4.9065 0.3030  -0.055
C32 2.6292 -3.9554 -0.0594  -0.178
N7 2.9347 -2.9423 0.9514  -0.057
C33 4.1274 -3.1633 1.7721  -0.192
C34 3.8889 -4.1480 2.9134  -0.051
C35 2.1422 -1.8693 1.1096  -0.432
C36 2.5228 -0.8403 2.1368  0.009
N8 1.0625 -1.6587 0.4138  -0.002
H28 1.2284 -5.5107 -0.5674  0.089
H29 0.5917 -4.3708 0.6233  0.049
H30 1.7733 -5.5822 1.1072  0.074
H31 2.4158 -3.4539 -1.0087  0.108
H32 3.5367 -4.5350 -0.2169  0.127
H33 4.4733 -2.2121 2.1676  0.108
H34 4.9139 -3.5419 1.1188  0.125
H35 3.1026 -3.7880 3.5794  0.072
H36 4.8021 -4.2690 3.4956  0.086
H37 3.6015 -5.1265 2.5297  0.070
H38 3.4413 -0.3262 1.8481  0.094
H39 2.6791 -1.3003 3.1124  0.098
H40 1.7227 -0.1114 2.2264  0.074
H41 0.8648 -2.4075 -0.2439  0.032

Forces on atoms 1 to 6 (eV/Å):
Zr 1.28 -1.68 -0.58
O -0.09 0.00 0.08
C 0.28 -0.03 -0.09
N -0.16 0.27 0.12
C -0.34 -0.01 0.06
C 0.13 0.02 -0.06

# 4
The following is a quantum chemistry calculation of 2 unconnected molecules or ions with the total composition C2H9N2S in a non-equilibrium geometry, from the Open Molecules 2025 dataset.

## Properties
- orbital gap (eV) = 7.29
- net charge = -1
- LUMO (eV) = 4.28
- relative energy (zero: lowest compared OMol25 entry of this formula, charge and spin) (kcal/mol) = 11.0

Each line ends with the Löwdin charge.
Geometry (Å):
C1 -0.8785 1.5359 0.3935  -0.186
N1 0.5791 1.3755 0.0552  -0.163
C2 0.8254 0.8306 -1.2805  -0.376
N2 0.0756 -0.3363 -1.6587  -0.034
H1 -0.9917 2.1207 1.3267  0.063
H2 -1.3685 2.1069 -0.3982  0.055
H3 -1.2597 0.5264 0.5365  -0.045
H4 0.9287 0.7118 0.7243  -0.004
H5 1.9168 0.6459 -1.3407  0.094
H6 0.5542 1.6496 -2.0279  0.108
H7 -0.0547 -1.0467 -0.9583  -0.123
H8 -0.8125 -0.1308 -2.0953  0.048
S1 -0.1947 -1.6147 1.1510  -0.022
H9 -0.0626 -2.2224 2.3633  -0.415

Forces on atoms 1 to 6 (eV/Å):
C 1.44 0.05 -0.12
N -0.70 1.10 -0.03
C -0.51 1.12 -0.09
N -0.12 -0.16 -1.37
H 0.20 -0.36 -0.36
H -0.10 -0.17 -0.12